The following is a quantum chemistry calculation of a molecular structure, C13H4Br4IrNO2S2 at a distorted geometry, from OMol25.

Output
Kohn-Sham gap in eV: 7.295
DFT total energy in eV: -323809.095
LUMO level in Ha: -0.038

```
27
Properties=species:S:1:pos:R:3:lowdin_charge:R:1
Ir 0.603 -1.273 -1.551 1.2410
S 0.074 -1.244 -3.861 0.5645
C -0.808 0.124 -3.264 -1.1192
N -0.651 0.292 -1.985 -0.1826
C -1.342 1.377 -1.472 -0.2793
C -1.370 1.806 -0.151 0.0021
C -2.129 2.920 0.150 -0.0658
C -2.847 3.595 -0.843 -0.0760
C -2.820 3.170 -2.158 -0.0794
C -2.058 2.049 -2.466 -0.4450
S -1.827 1.276 -4.022 1.0970
H -0.808 1.270 0.602 0.1218
H -2.169 3.277 1.170 0.1096
H -3.433 4.465 -0.580 0.1078
H -3.375 3.692 -2.926 0.1127
Br 1.857 -3.954 4.674 0.7297
C 1.972 -2.950 3.086 -0.7466
C 3.086 -2.125 2.842 -0.7466
Br 4.481 -2.010 4.099 0.7298
C 3.163 -1.395 1.662 -0.6509
Br 4.605 -0.265 1.233 0.7923
C 2.135 -1.494 0.737 -0.4063
O 2.103 -0.854 -0.449 -0.2729
C 1.048 -2.299 0.974 -0.4062
O 0.138 -2.311 -0.018 -0.2729
C 0.951 -3.034 2.146 -0.6509
Br -0.579 -4.106 2.369 0.7923
```